The following is a DFT calculation (ωB97M-V/def2-TZVPD) of a 11-piece molecular cluster, C50H121F6N15O21P4S2 overall in a non-equilibrium geometry.

Positions of all 219 atoms, in Å:
S 7.271584 -2.435435 1.207172
S 7.826754 -0.311140 0.072695
P -7.169916 3.595163 4.203844
P 2.828654 2.884625 4.834886
P 8.569476 -5.829911 -6.760989
P -1.363345 -3.811684 2.927258
F 4.983669 -3.838834 0.700107
F 5.927891 1.543424 -0.278684
F 5.095815 -2.965588 2.644311
F 7.895595 2.071969 -1.228749
F 6.386409 -4.700452 2.254843
F 6.562903 0.646853 -2.055193
O -10.389851 1.427527 -4.156943
O -1.763225 8.873256 5.897160
O -1.477951 8.545629 3.627262
O -8.474652 1.640612 -3.011403
O -0.219864 10.048660 4.567806
O 8.003901 -2.137732 2.429604
O 8.502620 0.399955 1.161580
O 1.124608 1.576254 -6.826140
O 7.953110 -3.324680 0.256467
O -9.387963 3.473287 -3.790836
O 8.726837 -0.927898 -0.900364
O -0.286970 -3.478151 2.006006
O 1.954643 2.781552 -5.245332
O -5.767404 3.272432 3.844372
O -2.755857 -2.353680 -3.409231
O 9.773309 -6.141059 -5.986535
O 3.101250 0.921998 -6.133847
O -3.567583 -0.549787 -4.350261
O -2.777379 -2.244661 -5.648524
O 2.213396 2.141752 3.729171
O 0.143970 1.353395 -0.578917
N -7.968170 2.366493 5.144248
N -8.169019 3.803422 2.831632
N 2.024519 2.802760 6.407591
N -2.468703 -2.510963 3.109156
N 7.541510 -7.179093 -6.925195
N 4.445369 2.442191 5.191248
N 2.407148 -0.419657 0.132183
N 0.523603 -10.187171 -3.541462
N -0.906268 -4.243913 4.520150
N -2.373960 -5.157738 2.548062
N 2.905585 4.583430 4.584821
N -7.294124 5.000303 5.196467
N 8.835199 -5.400356 -8.363908
N 7.470256 -4.623812 -6.092267
N 6.466011 -1.313869 0.546872
C 9.305829 -6.369449 -9.393255
C 6.981591 1.121980 -0.924590
C -10.572019 4.201637 -4.155840
C 7.611744 -4.110181 -4.693324
C 1.756579 -9.943806 -4.130163
C 0.927997 0.553555 -7.756962
C -9.240849 2.626029 5.942455
C -3.642360 -5.461721 3.278589
C 1.901497 -0.198910 -1.286059
C -3.794771 0.329048 -5.426495
C 5.433287 3.064559 6.094720
C -7.590365 4.359622 1.599016
C -1.865371 -4.149710 5.639921
C 4.966631 1.212096 4.543723
C 1.520829 -8.404825 -2.632027
C -9.483670 2.124565 -3.715084
C 2.142995 1.697727 -6.050839
C 0.398828 0.191788 -1.347815
C -2.266451 -3.616365 -3.306218
C 1.787241 0.792314 -9.007824
C -0.838643 12.142428 5.778957
C -1.900438 -6.356597 1.874222
C -3.019766 -1.767200 -4.597752
C 9.576081 -4.154294 -8.482411
C -1.217302 9.168537 4.816760
C 0.485120 -4.063295 4.965352
C -1.153724 1.846702 -0.560369
C -8.525229 0.369743 -2.506174
C -6.342323 5.086462 6.348142
C -7.652943 0.221011 -1.310502
C -7.236001 1.270252 5.731105
C -8.397836 5.969498 5.172443
C 3.084303 3.270094 -4.578897
C 2.297286 -1.494466 -2.006991
C -2.218434 7.333675 3.625416
C -9.630445 3.660197 2.872621
C 3.357640 5.613611 5.452337
C -3.467199 -2.348807 2.093132
C 6.280162 -7.275556 -7.656162
C 1.858797 1.451873 6.969464
C 5.811300 -3.627140 1.731297
C -3.637238 1.708779 -4.909003
C 6.570671 -3.801306 -6.972916
C -2.112730 -1.170730 3.741940
C 7.895899 -8.264610 -6.075239
C 0.157633 10.992871 5.537640
C 2.689507 5.031133 3.170190
C 0.419859 -9.241710 -2.575535
C 0.755573 3.480194 6.362016
C 2.335641 -8.803731 -3.630265
H 8.809729 -8.623421 -6.548786
H 3.679070 5.222759 6.417744
H -1.834312 -7.093713 2.674466
H 8.035637 -7.974910 -5.033775
H 9.308991 -3.600763 -9.382614
H -8.053654 6.805429 5.781430
H -10.694413 4.135455 -5.236916
H 1.855630 -1.202451 0.453379
H -6.554765 4.039630 1.483994
H 1.169164 -4.845176 4.635446
H 2.184337 0.432633 0.626207
H 1.768868 4.558571 2.827840
H 3.515503 4.750254 2.516789
H 7.080858 -2.865951 -7.202984
H 2.751619 4.018792 -3.859961
H 7.352219 -3.063747 -4.532941
H 3.828684 3.681809 -5.260426
H -6.007167 6.122448 6.398062
H -4.370652 -5.933093 2.618661
H 3.372977 -1.565250 -2.168169
H -4.172177 -4.620611 3.725716
H -8.037671 0.698299 -0.409240
H -1.586930 -3.167274 6.021226
H -0.998042 -5.962805 1.406559
H -5.464371 4.485497 6.111209
H -1.727481 6.561070 4.217143
H 1.589050 1.494223 8.024713
H 1.006291 11.445293 5.024614
H 10.112713 -7.029945 -9.075799
H 2.126511 -10.654894 -4.853975
H -9.276535 5.556345 5.667703
H -10.399406 5.237041 -3.862164
H 1.616585 1.809580 -9.360148
H -7.650070 5.445619 1.670683
H 2.562955 6.341102 5.617647
H -8.570544 6.392241 4.182727
H -1.185441 -3.578526 -3.440666
H -1.585022 -4.905361 6.373746
H -3.174079 7.385578 4.147092
H 2.858713 0.626887 -8.895192
H 1.186697 -0.427676 -7.359014
H -1.545511 -0.524875 3.071685
H -2.607331 -4.331327 -4.055042
H 2.604594 6.115245 3.095420
H 9.442743 -3.455236 -7.656796
H 1.042946 0.969375 6.431255
H -0.004216 2.868660 5.875345
H -1.474706 -1.374829 4.601813
H -9.895926 2.832419 3.530187
H 10.660177 -4.267525 -8.484883
H -2.309700 6.896231 2.631230
H -0.927423 12.797906 4.912612
H 7.158271 -9.062967 -6.156631
H -0.106156 0.445319 -8.083933
H 1.448831 0.126912 -9.802076
H 0.829893 4.443457 5.857346
H 6.885632 -4.649342 -4.084922
H -9.537296 0.200292 -2.138616
H -1.109802 2.798512 -1.089738
H -10.126180 4.526892 3.309865
H -3.110858 0.246162 -6.271175
H 1.844597 -1.428118 -2.996314
H -2.505374 -3.944422 -2.294585
H 0.208142 0.424817 -2.395401
H -9.892382 3.409318 1.844736
H -6.484401 1.020025 4.982393
H -6.656554 4.739666 7.332570
H -1.564732 1.980403 0.440279
H -0.335927 -0.534655 -1.000679
H -0.422054 -9.382559 -1.913898
H 8.618619 -4.325639 -4.335739
H -7.872056 0.388583 5.809840
H 5.454879 -6.758439 -7.166672
H -2.670890 1.844253 -4.423294
H 6.054771 1.148691 4.538112
H -2.926876 -4.262881 5.419710
H 6.464230 2.812463 5.846318
H -11.507705 3.823903 -3.743632
H 8.483333 -7.065330 -9.558614
H -4.814381 0.206582 -5.791871
H -9.917465 1.771868 5.969172
H 5.438443 4.154367 6.074807
H 1.705230 -7.593850 -1.943031
H -9.758155 3.462133 5.471911
H -3.353684 -6.135402 4.085388
H -0.648261 12.786228 6.637667
H 2.723526 0.824760 6.752502
H -3.461647 -1.359746 1.635077
H -3.450132 -3.136602 1.340018
H 6.426726 -6.909536 -8.672352
H -6.721672 0.685655 -1.634434
H 6.347565 -4.302191 -7.914954
H 6.097529 -8.349434 -7.695379
H -8.227443 -0.414089 -3.202620
H -8.958162 3.009558 6.922809
H -6.807483 1.609300 6.674245
H 4.738091 0.311425 5.113510
H -3.813643 2.381037 -5.748674
H 3.401487 -0.592366 0.171628
H 4.817058 1.158114 3.465396
H 3.263672 -8.296229 -3.848433
H -0.109497 -10.961202 -3.683450
H -7.340603 -0.797971 -1.081973
H 5.629871 -3.591294 -6.464117
H 4.164245 6.176500 4.982617
H 0.907889 -3.136375 4.577808
H 0.615810 -3.870786 6.030229
H -1.797127 11.656001 5.960073
H 9.655708 -5.809855 -10.260755
H 0.462562 10.508209 6.465121
H 1.944482 -2.405014 -1.522707
H 0.413737 3.767770 7.356267
H 5.258017 2.791202 7.135224
H -4.449505 -2.373154 2.564918
H -2.615474 -6.614751 1.093081
H -4.370259 1.920026 -4.130433
H -2.993890 -0.623233 4.076470
H 3.595632 2.453856 -4.068604
H 2.585394 0.587924 -1.604307
H -8.202106 3.913632 0.814818
H -1.807561 1.137342 -1.067711

Force components x, y, z for each atom (eV/Å):
1.2 -6.5 1.4
1.6 1.6 -0.5
-1.6 0.1 0.7
2.0 2.2 3.1
-3.2 0.2 -0.4
-2.8 -0.6 2.6
0.2 -1.0 0.2
-0.7 1.4 0.9
-0.6 -0.4 0.8
-1.0 -0.3 1.0
-1.1 -0.2 -0.4
-0.7 -0.8 -1.9
1.1 1.4 0.5
1.7 1.3 -2.9
0.4 0.7 0.5
1.3 2.6 -0.5
-1.9 -1.2 -0.4
-1.0 0.0 -0.9
-1.6 -0.8 -1.1
-3.1 1.5 0.1
-0.6 1.0 1.0
0.0 -0.9 0.6
-1.7 0.7 0.9
1.2 -0.6 -0.8
-0.5 -1.2 -1.2
-0.8 0.0 0.4
-1.8 3.2 -0.2
0.0 0.1 0.6
-1.1 1.9 1.2
0.8 -1.6 0.6
0.2 -0.5 -1.6
0.0 -0.2 -0.3
2.4 -0.5 0.9
-1.6 0.7 -0.2
0.9 -0.4 1.8
1.2 0.0 -1.6
0.8 0.4 0.6
0.3 1.6 -0.5
0.1 -1.0 -1.2
-1.6 0.7 -0.7
2.2 0.8 -0.1
0.4 0.1 -0.9
-1.6 2.2 0.0
-0.9 -1.7 -1.9
0.5 -0.8 -0.4
0.5 0.6 -0.1
0.9 0.3 -1.1
1.4 4.1 -1.6
-0.7 -0.4 1.3
2.0 -1.7 0.6
0.0 -0.1 -0.9
-0.2 -1.2 -0.6
0.0 -1.4 -1.8
1.6 -1.6 -1.5
1.8 1.4 -1.3
1.0 0.4 -0.1
0.9 -0.8 0.3
-0.3 0.4 -0.8
-0.7 0.6 0.3
-0.4 -0.4 1.1
1.3 0.3 -0.1
0.7 0.0 0.2
-2.6 1.1 2.8
-2.1 -0.8 -0.5
2.7 -1.5 -0.2
0.2 0.8 0.2
1.5 -1.9 -0.1
-0.4 0.0 -0.2
-0.7 -0.9 -0.3
0.1 2.0 0.3
-0.1 0.5 1.7
0.5 1.0 0.1
-0.9 -1.6 1.3
0.4 1.0 -0.6
-0.8 0.0 -0.7
-1.6 -2.7 1.1
0.1 0.0 -1.3
1.6 0.7 0.2
0.5 0.3 -1.3
1.1 -0.3 0.6
1.2 -0.3 0.7
-0.7 0.6 -0.9
-0.2 -1.1 1.3
1.2 -0.4 0.3
0.1 0.4 0.6
-1.2 0.1 -0.1
1.1 0.1 0.3
0.0 0.2 -1.0
2.0 3.1 -0.5
-0.4 0.7 0.7
1.1 -0.7 0.6
0.5 -1.9 -0.2
0.6 -0.9 -0.3
0.8 1.8 0.5
-0.1 -0.7 0.8
-1.0 0.0 0.8
-0.6 0.8 0.3
1.0 -1.2 -1.3
0.4 -0.7 1.0
-0.1 0.1 -0.1
0.6 -0.7 -0.6
0.1 -0.2 0.0
-0.2 -0.1 -0.2
-0.1 0.1 0.1
0.1 0.2 -0.1
0.1 -0.4 1.0
-0.1 0.1 0.1
-0.3 -0.2 0.2
-0.1 0.2 0.9
0.1 0.2 -0.3
0.1 -0.2 0.0
-0.2 0.3 -0.1
0.0 -0.1 -0.2
0.3 0.2 -0.6
-0.2 0.2 -0.2
0.0 0.0 0.3
0.2 -0.2 -0.2
0.0 0.1 0.2
0.4 0.3 -0.2
0.1 0.1 -0.1
-1.0 0.1 0.9
0.5 -1.2 -0.1
0.0 0.0 -0.2
0.6 0.1 0.1
0.3 0.0 0.0
0.4 -0.2 0.5
0.4 0.3 0.4
0.0 0.2 -0.2
-0.4 0.2 -0.3
0.0 -0.2 0.0
0.1 0.1 0.0
0.0 0.1 -0.7
-0.2 0.2 0.2
-0.3 -0.4 -0.1
0.2 -0.2 0.2
-0.1 0.0 0.1
-0.2 0.6 -0.4
-0.1 0.1 0.4
0.2 0.1 0.4
0.0 -0.1 -0.3
-0.5 0.2 0.0
-0.2 0.0 0.4
-0.5 -0.2 0.2
-0.4 -0.2 0.1
-0.3 0.0 -0.1
-0.1 0.1 0.1
0.1 -0.2 -0.3
0.2 -0.5 -0.2
0.0 0.8 -0.1
0.0 -0.2 -0.1
-0.1 0.1 0.2
-0.2 0.8 0.6
-0.1 -0.1 0.0
0.1 -0.2 -0.3
0.1 -0.2 0.3
-0.3 -0.4 -0.6
-0.6 0.1 0.0
-0.3 0.3 -0.6
0.1 -0.8 0.1
0.0 -0.3 -0.1
0.1 -0.2 -0.2
0.0 -0.3 -0.3
-0.7 0.3 0.2
0.5 -0.2 0.5
-0.7 0.1 0.0
0.4 0.0 0.2
0.4 -0.8 -0.2
0.1 0.7 0.2
-0.1 0.1 0.1
-0.1 0.1 0.4
-0.2 0.1 0.0
0.2 0.2 -0.4
0.2 0.8 0.4
0.4 0.3 -0.3
-0.3 -0.4 -0.3
0.3 -0.2 0.4
-0.1 0.2 -0.7
0.0 -0.3 -0.1
0.3 -0.1 0.0
-0.4 0.0 -0.2
-0.1 0.0 -0.1
-0.2 -0.2 0.1
-0.4 -0.3 0.2
0.5 -0.3 0.1
0.2 0.2 0.5
0.5 0.0 -0.4
0.2 0.1 0.0
-0.3 0.1 -0.1
0.3 0.3 0.6
0.1 -0.1 0.1
-0.5 0.1 -0.3
-0.3 0.3 -0.5
-0.2 -0.4 0.4
0.2 -0.6 0.3
-0.7 -0.2 -0.4
0.3 0.3 0.2
0.6 -0.3 0.0
-1.0 -0.2 0.2
0.0 -0.5 -0.4
0.4 0.2 -0.1
-0.6 -0.2 -0.1
0.0 0.0 0.1
0.4 -0.1 0.1
0.0 0.1 -0.5
-0.6 -0.6 0.2
-0.3 0.3 0.0
-0.5 -0.2 -0.1
-0.1 -0.1 -0.1
-0.1 0.1 0.1
0.0 -0.4 0.3
0.0 -0.2 0.1
-0.4 -0.2 0.0
0.0 -0.4 0.0
-0.2 0.1 -0.1
-0.2 -0.3 -0.1
0.0 0.0 0.2
-0.6 0.4 -0.5
0.2 0.5 -0.4
-0.3 0.2 -0.2

- LUMO level (eV) = -0.2161
- 2S+1 = 1
- charge = 0
- HOMO energy (eV) = -7.65
- Kohn-Sham gap (eV) = 7.43